Entry from OMol25: an isolated molecule of C10H13P (the ωB97M-V functional and the def2-TZVPD basis).

## Properties
- Orbital gap (spin up / spin down): 8.102 / 6.043 eV
- Relative energy (zero: lowest compared OMol25 entry of this formula, charge and spin): 526.42 kJ/mol
- HOMO energy (spin up / spin down): -7.7 / -6.5 eV
- Multiplicity: 1

Cartesian coordinates (Å):
1 C -0.840 -0.181 2.410
2 C -0.188 1.018 2.053
3 C -0.493 -1.398 2.003
4 C -0.556 -0.103 -1.190
5 C 0.948 0.987 1.425
6 C 0.525 0.600 -1.280
7 C 0.523 -1.696 1.009
8 C 1.911 -0.009 -0.824
9 C -1.764 -0.786 -1.608
10 C 0.602 2.116 -1.353
11 P 1.904 -0.431 0.902
12 H -1.720 -0.031 2.914
13 H -0.592 1.987 2.358
14 H -0.991 -2.317 2.306
15 H 0.861 -2.677 0.898
16 H -0.091 -1.323 0.051
17 H 1.956 -0.915 -1.556
18 H 2.617 0.726 -1.105
19 H -2.462 -0.046 -2.148
20 H -2.392 -1.124 -0.799
21 H -1.598 -1.611 -2.301
22 H 0.048 2.524 -0.556
23 H 0.136 2.360 -2.318
24 H 1.655 2.329 -1.291